The following is a DFT calculation (ωB97M-V/def2-TZVPD) of a structure of composition C20H31As3Br2CdNO in a non-equilibrium geometry.

Atoms and positions in Å:
Cd  1.21  -1.27  -1.03
Br  1.90  -0.67  4.06
C  3.16  -1.11  2.74
C  4.51  -1.15  3.18
C  5.50  -1.41  2.23
Br  7.23  -1.59  2.84
C  5.14  -1.56  0.87
C  6.07  -1.69  -0.18
C  5.63  -1.93  -1.44
C  4.25  -1.94  -1.78
N  3.36  -1.75  -0.84
C  3.76  -1.54  0.49
C  2.74  -1.36  1.48
O  1.45  -1.40  1.14
H  4.73  -0.92  4.25
H  7.14  -1.69  0.02
H  6.40  -2.11  -2.19
H  3.92  -2.07  -2.80
C  -2.85  -2.13  -1.54
As  -1.20  -1.76  -0.59
C  -1.31  -3.04  0.85
C  -1.62  -0.24  0.58
C  -1.80  1.16  -0.02
C  -2.34  1.17  -1.48
C  -0.46  1.88  0.09
As  1.02  1.42  -1.10
C  2.44  2.50  -0.33
C  0.60  2.44  -2.67
C  -2.72  1.94  0.96
As  -4.68  1.77  1.26
C  -5.39  2.43  -0.44
C  -5.19  -0.17  1.12
H  -3.67  -2.01  -0.82
H  -2.92  -3.19  -1.98
H  -2.93  -1.41  -2.35
H  -2.27  -2.92  1.31
H  -0.46  -2.84  1.49
H  -1.22  -4.08  0.45
H  -0.78  -0.22  1.27
H  -2.48  -0.59  1.11
H  -1.64  0.67  -2.15
H  -2.53  2.17  -1.88
H  -3.24  0.55  -1.48
H  -0.10  1.80  1.11
H  -0.63  2.94  -0.08
H  2.24  3.53  -0.59
H  3.37  2.12  -0.82
H  2.61  2.46  0.74
H  0.23  3.43  -2.34
H  -0.16  1.93  -3.25
H  1.54  2.60  -3.25
H  -2.70  2.98  0.64
H  -2.30  1.85  1.94
H  -5.14  3.47  -0.52
H  -6.44  2.38  -0.45
H  -5.04  1.80  -1.25
H  -4.73  -0.73  1.88
H  -4.93  -0.66  0.16
H  -6.27  -0.24  1.36

Output
2S+1: 1
Gap between HOMO and LUMO in Ha: 0.267
LUMO energy in Ha: -0.1103
Charge: +1
HOMO level in eV: -10.259



The following is a DFT calculation (ωB97M-V/def2-TZVPD) of a structure of composition C20H31BF5IN3O3S2 in a non-equilibrium geometry.

Atoms and positions in Å:
O  0.56  -1.25  -2.04
B  -0.79  -1.31  -1.81
O  -1.22  -1.92  -0.66
C  -1.81  -0.66  -2.86
C  -1.94  0.81  -2.50
C  -1.00  1.75  -3.11
S  0.20  1.15  -4.29
C  -1.03  3.06  -2.81
I  0.37  4.40  -3.66
C  -2.00  3.56  -1.92
N  -2.15  4.82  -1.54
S  -3.38  4.79  -0.50
N  -3.77  3.23  -0.50
C  -2.92  2.64  -1.34
C  -2.88  1.26  -1.65
C  -3.94  0.38  -0.99
C  -5.05  -0.10  -1.95
C  -5.86  1.05  -2.59
C  -7.02  1.56  -1.77
F  -6.64  1.89  -0.52
F  -7.44  2.73  -2.34
C  -8.28  0.65  -1.75
F  -8.87  0.70  -2.94
F  -9.13  1.07  -0.82
F  -8.00  -0.64  -1.48
H  1.05  -1.38  -1.22
H  -2.18  -2.02  -0.71
H  -1.46  -0.78  -3.88
H  -2.76  -1.19  -2.78
H  0.96  0.27  -3.61
H  -4.41  0.97  -0.20
H  -3.43  -0.45  -0.50
H  -5.65  -0.83  -1.42
H  -4.58  -0.64  -2.78
H  -5.18  1.90  -2.73
H  -6.20  0.77  -3.59
C  2.85  -2.99  1.89
C  3.54  -2.15  2.95
N  4.98  -1.79  2.64
C  5.77  -3.06  2.56
C  5.58  -1.03  3.81
C  4.99  0.32  4.16
C  5.18  -1.09  1.31
C  4.38  0.17  1.02
O  2.99  -0.09  1.01
C  2.19  1.01  1.47
H  3.31  -3.97  1.77
H  1.82  -3.16  2.21
H  2.81  -2.50  0.92
H  3.56  -2.70  3.89
H  2.99  -1.23  3.13
H  5.62  -3.62  3.48
H  6.82  -2.81  2.43
H  5.43  -3.64  1.70
H  6.64  -0.92  3.60
H  5.48  -1.70  4.67
H  5.40  1.11  3.54
H  5.27  0.57  5.18
H  3.90  0.35  4.11
H  4.94  -1.83  0.55
H  6.24  -0.86  1.25
H  4.66  0.51  0.02
H  4.63  0.98  1.70
H  2.71  1.96  1.42
H  1.88  0.81  2.50
H  1.29  1.06  0.86

Output
2S+1: 1
Gap between HOMO and LUMO in Ha: 0.283
LUMO energy in Ha: -0.0914
Charge: +1
HOMO level in eV: -10.183



The following is a DFT calculation (ωB97M-V/def2-TZVPD) of a structure of composition C20H31BIrNO2 in a non-equilibrium geometry.

Atoms and positions in Å:
O  -1.31  2.20  0.65
C  -0.87  0.83  0.24
C  -0.96  1.21  -1.25
H  -1.58  0.08  0.58
H  0.15  0.60  0.59
C  -0.98  2.66  -0.71
H  -1.89  0.84  -1.69
H  -0.10  0.98  -1.88
C  -1.98  3.68  -1.20
H  -2.98  3.25  -1.16
H  -1.73  3.96  -2.24
H  -1.92  4.55  -0.54
C  0.43  3.23  -0.86
H  1.13  2.51  -1.32
H  0.89  3.54  0.08
H  0.38  4.09  -1.53
Ir  2.28  -1.29  -0.52
C  2.35  -2.89  -1.99
C  1.82  -3.41  -0.76
C  0.60  -2.73  -0.47
H  2.29  -4.18  -0.16
C  0.37  -1.77  -1.51
C  1.46  -1.86  -2.46
H  1.59  -1.27  -3.35
H  3.28  -3.23  -2.44
H  0.01  -2.86  0.43
H  -0.46  -1.07  -1.59
C  4.17  -0.88  1.78
C  3.83  -0.46  0.36
C  2.75  0.51  0.43
H  4.62  -0.35  -0.38
C  2.24  0.49  1.82
C  2.96  -0.39  2.56
H  2.86  -0.59  3.62
H  5.08  -0.34  2.06
H  2.71  1.41  -0.20
H  1.42  1.13  2.15
O  -3.57  0.49  -0.01
C  -4.84  0.75  -0.68
C  -5.71  1.59  0.29
H  -5.33  -0.22  -0.92
H  -4.66  1.33  -1.62
C  -5.18  1.22  1.69
H  -6.79  1.42  0.18
H  -5.53  2.67  0.14
C  -3.84  0.51  1.42
H  -5.88  0.54  2.20
H  -5.04  2.13  2.30
H  -3.90  -0.52  1.80
H  -2.96  0.98  1.90
B  4.75  -4.61  0.42
C  4.60  -3.35  1.24
N  4.51  -2.35  1.88
H  3.71  -5.23  0.37
H  5.61  -5.30  0.92
H  5.14  -4.25  -0.68

Output
2S+1: 6
Gap between HOMO and LUMO (alpha / beta) in Ha: 0.218 / 0.140
LUMO energy (alpha / beta) in Ha: -0.1056 / -0.2907
Charge: +1
HOMO level (alpha / beta) in eV: -8.819 / -11.722
Expectation value of S²: 8.7757
ΔE to the lowest compared entry with this formula, charge and spin in kcal per mole: 3.7



The following is a DFT calculation (ωB97M-V/def2-TZVPD) of a structure of composition C20H31Br3Cl4F2LiMg2N2O16PS2V in a non-equilibrium geometry.

Atoms and positions in Å:
C  1.57  -1.95  -2.90
C  1.81  -0.50  -2.33
C  1.69  -0.61  -0.78
F  2.70  -1.49  -0.39
C  1.79  0.77  -0.02
P  0.28  1.27  0.97
C  -0.66  2.68  0.17
C  -2.16  2.68  0.64
C  -0.80  -0.18  1.37
C  -1.79  -0.60  0.21
O  2.79  0.51  1.05
S  4.26  0.93  0.59
O  5.19  -0.19  0.37
O  4.92  1.88  1.40
O  3.86  1.32  -0.93
C  2.51  1.83  -0.86
C  2.73  3.25  -0.20
O  2.25  3.60  0.80
N  3.64  4.08  -0.95
C  4.17  5.12  -0.17
O  4.76  4.95  0.79
F  3.97  6.35  -0.66
H  1.12  -2.61  -2.15
H  2.52  -2.39  -3.23
H  0.89  -1.90  -3.76
H  2.84  -0.22  -2.61
H  1.03  0.15  -2.76
H  0.74  -1.14  -0.61
H  -0.23  3.61  0.58
H  -0.58  2.72  -0.93
H  -2.56  3.70  0.70
H  -2.17  2.22  1.64
H  -2.78  2.03  0.00
H  -1.42  0.05  2.24
H  -0.19  -1.07  1.62
H  -2.84  -0.35  0.45
H  -1.51  -0.09  -0.73
H  -1.72  -1.67  -0.02
H  2.06  2.12  -1.83
H  3.21  4.41  -1.81
C  -1.99  -5.73  2.26
C  -3.37  -5.94  1.64
C  -3.65  -4.98  0.48
C  -3.66  -3.57  0.84
N  -3.65  -2.47  1.13
H  -1.89  -4.73  2.69
H  -1.83  -6.45  3.07
H  -1.20  -5.86  1.52
H  -4.13  -5.83  2.42
H  -3.44  -6.96  1.27
H  -4.62  -5.23  0.05
H  -2.91  -5.06  -0.30
O  -1.16  -4.16  -1.87
V  -1.39  -5.23  -3.19
O  -1.56  -6.37  -4.43
C  6.19  5.98  -2.79
O  5.23  5.34  -3.19
O  6.31  7.22  -2.86
O  7.20  5.50  -2.23
C  -1.78  2.30  5.06
Cl  -0.69  2.08  3.67
Cl  -0.84  2.68  6.50
Cl  -2.92  3.60  4.72
Cl  -2.69  0.75  5.32
Li  -4.39  -0.46  0.60
Mg  6.62  -0.81  1.78
O  -3.65  -0.39  -2.37
S  -3.06  -1.02  -3.56
O  -3.30  -2.49  -3.49
O  -1.60  -0.81  -3.58
O  -3.65  -0.49  -4.79
Mg  -2.32  -1.52  6.26
C  4.78  -4.60  4.22
Br  4.06  -4.07  2.50
Br  6.24  -3.45  4.75
Br  3.42  -4.70  5.57
H  5.19  -5.60  4.10
C  -3.24  3.56  -2.54
C  -4.75  3.50  -2.13
O  -4.91  2.50  -1.27
H  -2.92  2.63  -3.01
H  -3.09  4.38  -3.25
H  -2.61  3.75  -1.67
H  -5.30  3.44  -3.09
H  -5.00  4.52  -1.78

Output
2S+1: 1
Gap between HOMO and LUMO in Ha: 0.043
LUMO energy in Ha: -0.2685
Charge: +1
HOMO level in eV: -8.482
ΔE to the lowest compared entry with this formula, charge and spin in kcal per mole: 4.2



The following is a DFT calculation (ωB97M-V/def2-TZVPD) of a structure of composition C20H31CdN6PS4.

Atoms and positions in Å:
Cd  0.16  0.54  0.08
C  -1.35  3.88  1.43
C  0.12  4.10  1.08
S  0.61  3.17  -0.40
C  2.40  3.45  -0.43
C  3.21  2.89  0.73
S  3.29  1.08  0.74
C  3.54  0.76  2.52
C  2.28  0.32  3.28
S  0.90  1.30  2.65
C  -0.34  1.44  3.96
C  -1.74  1.72  3.36
S  -1.93  2.17  1.62
H  -1.98  4.30  0.65
H  -1.59  4.44  2.34
H  0.77  3.82  1.91
H  0.27  5.16  0.85
H  2.55  4.53  -0.49
H  2.73  3.04  -1.39
H  2.80  3.23  1.68
H  4.23  3.28  0.65
H  3.94  1.68  2.95
H  4.31  0.00  2.61
H  2.41  0.50  4.35
H  2.08  -0.74  3.13
H  -0.04  2.25  4.62
H  -0.37  0.53  4.55
H  -2.26  2.46  3.97
H  -2.33  0.80  3.41
C  -1.54  -4.89  0.02
N  -1.09  -3.63  0.61
C  -0.90  -3.41  1.94
C  -0.50  -2.11  2.07
N  -0.44  -1.54  0.83
C  -0.81  -2.48  -0.04
P  -0.96  -2.30  -1.85
C  0.67  -1.60  -2.25
N  1.27  -0.56  -1.66
C  2.46  -0.38  -2.31
C  2.57  -1.31  -3.30
N  1.45  -2.07  -3.25
C  1.15  -3.20  -4.14
C  -1.95  -0.78  -1.94
N  -1.68  0.38  -1.36
C  -2.66  1.24  -1.73
C  -3.54  0.60  -2.55
N  -3.09  -0.68  -2.68
C  -3.72  -1.73  -3.48
H  -1.62  -5.62  0.82
H  -0.82  -5.25  -0.71
H  -2.52  -4.77  -0.44
H  -1.06  -4.18  2.67
H  -0.26  -1.56  2.96
H  3.16  0.38  -2.03
H  3.35  -1.49  -4.02
H  1.98  -3.31  -4.82
H  0.25  -3.00  -4.71
H  1.03  -4.11  -3.56
H  -2.69  2.27  -1.40
H  -4.44  0.93  -3.05
H  -4.63  -1.32  -3.91
H  -3.98  -2.58  -2.85
H  -3.06  -2.05  -4.28

Output
2S+1: 1
Gap between HOMO and LUMO in Ha: 0.342
LUMO energy in Ha: -0.1699
Charge: +2
HOMO level in eV: -13.923



The following is a DFT calculation (ωB97M-V/def2-TZVPD) of a structure of composition C20H31N14OPr in a non-equilibrium geometry.

Atoms and positions in Å:
Pr  -0.27  -0.85  0.01
C  2.09  1.41  3.48
C  1.33  0.92  2.33
N  1.51  -0.05  1.57
C  2.68  -0.89  1.56
C  2.44  -2.32  1.06
N  1.84  -2.17  -0.37
C  1.35  -3.21  -1.30
C  0.76  -2.52  -2.62
N  -0.56  -1.75  -2.39
C  -0.78  -0.65  -3.34
C  -1.69  0.43  -2.82
N  -1.52  0.85  -1.42
C  -2.03  1.86  -0.93
C  -3.12  2.73  -1.57
C  -1.51  2.20  0.44
C  -1.92  3.33  1.11
C  -1.42  3.58  2.39
C  -0.29  2.83  2.86
C  0.15  1.80  2.04
N  -0.62  1.43  0.99
H  1.46  1.47  4.36
H  2.56  2.36  3.34
H  2.89  0.80  3.82
H  3.24  -1.02  2.49
H  3.41  -0.42  0.94
H  1.69  -2.84  1.64
H  3.42  -2.81  1.07
H  2.18  -1.36  -0.84
H  0.62  -3.86  -0.82
H  2.13  -3.83  -1.72
H  0.54  -3.40  -3.26
H  1.49  -1.89  -3.11
H  -1.39  -2.32  -2.36
H  -1.17  -0.93  -4.29
H  0.12  -0.04  -3.54
H  -2.74  0.25  -2.79
H  -1.53  1.29  -3.43
H  -4.05  2.56  -1.18
H  -3.18  2.44  -2.59
H  -2.83  3.76  -1.55
H  -2.69  4.00  0.69
H  -1.90  4.29  3.02
H  0.09  2.97  3.89
N  -2.70  -2.88  2.30
C  -1.87  -2.05  3.01
N  -1.92  -1.93  4.34
N  -0.85  -1.19  4.68
N  -0.12  -1.00  3.60
N  -0.75  -1.50  2.54
C  -2.97  -2.90  0.92
N  -4.21  -3.10  0.45
N  -4.09  -3.05  -0.84
N  -2.93  -2.72  -1.25
N  -2.15  -2.59  -0.08
H  -3.44  -3.30  2.86
C  3.32  0.94  -1.95
C  2.05  1.30  -1.24
C  1.42  2.56  -1.95
O  1.21  0.24  -1.23
H  4.24  1.59  -1.90
H  3.07  0.90  -3.04
H  3.52  -0.07  -1.63
H  2.41  1.56  -0.20
H  1.18  2.30  -2.95
H  2.27  3.40  -1.89
H  0.57  3.02  -1.43

Output
2S+1: 3
Gap between HOMO and LUMO (alpha / beta) in Ha: 0.241 / 0.241
LUMO energy (alpha / beta) in Ha: -0.0323 / -0.0324
HOMO level (alpha / beta) in eV: -7.444 / -7.444
Expectation value of S²: 2.0016



The following is a DFT calculation (ωB97M-V/def2-TZVPD) of an isolated molecule of C20H31N3O.

Atoms and positions in Å:
C  -4.65  -3.06  -0.09
H  -5.57  -3.63  -0.18
H  -4.04  -3.52  0.69
H  -4.11  -3.13  -1.03
C  -4.95  -1.61  0.27
C  -5.73  -1.56  1.59
H  -6.01  -0.53  1.83
H  -6.64  -2.15  1.52
H  -5.12  -1.95  2.40
C  -3.67  -0.77  0.38
H  -2.94  -1.32  0.97
H  -3.91  0.15  0.92
C  -3.08  -0.42  -0.99
N  -1.74  0.11  -1.03
C  -0.68  -0.77  -0.61
C  0.65  -0.29  -1.21
N  0.88  1.10  -0.87
C  -0.21  1.91  -1.36
H  -0.34  1.79  -2.45
C  -1.50  1.49  -0.66
C  -1.38  1.76  0.86
H  -0.43  1.35  1.20
H  -2.18  1.25  1.38
C  -1.44  3.24  1.22
O  -0.28  3.97  0.88
H  0.48  3.49  1.21
H  -1.62  3.33  2.31
H  -2.26  3.74  0.70
H  -2.33  2.08  -1.05
H  0.00  2.96  -1.15
C  2.18  1.57  -1.35
C  3.30  0.85  -0.68
C  3.72  0.92  0.62
C  4.82  0.02  0.76
C  5.65  -0.34  1.81
C  6.64  -1.27  1.58
C  6.82  -1.85  0.32
C  6.01  -1.51  -0.74
C  5.01  -0.58  -0.51
N  4.07  -0.06  -1.36
H  3.97  -0.29  -2.33
H  6.15  -1.96  -1.71
H  7.61  -2.57  0.18
H  7.30  -1.56  2.39
H  5.52  0.10  2.79
H  3.31  1.54  1.39
H  2.27  1.45  -2.45
H  2.24  2.64  -1.12
H  0.60  -0.42  -2.31
H  1.46  -0.90  -0.82
H  -0.57  -0.83  0.48
H  -0.89  -1.78  -0.98
H  -3.73  0.31  -1.48
H  -3.07  -1.32  -1.61
H  -5.58  -1.17  -0.52

Output
2S+1: 1
Gap between HOMO and LUMO in Ha: 0.318
LUMO energy in Ha: 0.0288
SMILES string: CC(C)CCN1CCN(Cc2cc3ccccc3[nH]2)C[C@@H]1CCO
HOMO level in eV: -7.857
ΔE to the lowest compared entry with this formula, charge and spin in kcal per mole: 25.5